# 1
43
Properties=species:S:1:pos:R:3:forces:R:3:mulliken_charge:R:1 method="wB97M-V/def2-TZVPD" gap_ha=0.25696 charge=-1 e_above_lowest_kcal_mol=0.0 e_lumo_ha=0.06559
Ta -0.311384 1.327033 -1.376633 -1.44 2.72 -1.24 1.42
Sb -2.649144 0.711927 -3.244198 -1.30 -0.48 -1.04 0.73
S -2.608199 1.755303 -1.025725 0.10 -0.42 0.06 -0.47
S -4.037508 1.849577 -4.598596 0.16 0.17 0.17 -0.63
S 0.886972 -1.423164 -1.408702 0.54 -1.44 -0.05 1.03
S -2.864899 -1.543751 -3.232718 0.21 0.23 0.18 -0.59
S -0.344017 1.442955 -3.701500 -0.10 -0.28 0.50 -0.41
O -0.210609 1.232991 1.134677 0.03 0.20 -0.52 -0.35
O 1.854973 -1.355807 -0.344126 0.13 -0.09 0.02 -0.65
O 1.581312 1.293673 -1.083711 0.92 -0.24 0.11 -0.79
O 1.283725 -1.026514 -2.719831 0.09 -0.32 -0.09 -0.54
O 0.990185 5.106151 -0.331800 -0.11 -0.12 -0.17 -0.69
O 3.581958 2.156732 -0.585208 -0.28 -0.25 -0.22 -0.66
O -0.042534 3.241050 -0.996946 0.12 0.76 0.39 -0.72
O -2.247272 -1.107286 0.443898 0.20 -0.16 -0.08 -0.57
N -0.496023 -0.617615 -0.981196 0.74 -1.59 0.51 0.66
C -0.993743 -2.895889 -0.534337 0.14 -0.15 -0.18 0.06
C 0.175846 -3.045650 -1.261505 -0.48 0.46 0.29 0.65
C 0.669543 -4.286235 -1.598805 0.17 0.03 -0.19 -0.80
C -1.352074 -1.473693 -0.269061 -0.77 0.07 0.23 0.09
C 0.859113 1.121320 3.186321 -0.05 0.00 -0.10 -0.96
C -1.238063 -5.256495 -0.470875 -0.08 -0.04 0.04 -0.54
C 0.890234 3.290638 1.208009 -0.12 -0.05 -0.29 0.06
C 1.098031 0.951435 1.680699 0.26 0.11 0.29 0.07
C -0.359282 2.544114 1.717569 0.09 0.27 0.34 0.01
C 0.627461 3.971353 -0.138222 0.24 0.34 0.53 0.02
C 1.936081 2.123804 1.142503 -0.12 -0.16 -0.28 0.04
C -0.195311 2.256093 3.213338 -0.07 -0.07 -0.12 -1.08
C 2.459590 1.851199 -0.277016 0.72 0.58 1.02 0.21
C -1.717192 -4.000787 -0.126573 0.01 0.04 -0.02 -0.56
C -0.064298 -5.398008 -1.203083 0.07 0.06 0.01 -0.48
H 2.806247 2.333091 1.758426 0.01 0.00 0.01 0.51
H -1.785358 -6.140233 -0.168828 -0.01 0.00 -0.02 0.39
H 1.777519 1.376265 3.713179 0.02 -0.01 -0.01 0.41
H 0.289799 -6.386854 -1.463349 -0.01 0.00 -0.01 0.39
H -1.311695 2.974460 1.418719 0.01 -0.05 -0.05 0.55
H 1.586831 -4.389484 -2.163228 0.00 0.00 0.02 0.45
H 0.136673 3.137701 3.758876 -0.02 0.02 0.00 0.40
H 0.461912 0.200133 3.609297 0.01 0.00 0.00 0.31
H -2.637219 -3.865428 0.425598 0.01 0.00 0.01 0.48
H 1.438207 -0.025242 1.364845 -0.07 -0.12 -0.10 0.56
H -1.139480 1.918728 3.637991 0.02 -0.02 0.01 0.39
H 1.213110 4.070408 1.891837 0.00 0.00 0.04 0.59


# 2
18
Properties=species:S:1:pos:R:3:forces:R:3:mulliken_charge:R:1 method="wB97M-V/def2-TZVPD" gap_ha=0.31899 charge=0 e_above_lowest_kcal_mol=23.6 e_lumo_ha=0.00724
S 3.178426 0.821353 -0.642310 0.70 0.86 -0.12 -0.24
S -0.733482 -0.936095 -0.124113 0.92 -1.50 -0.85 -0.16
S -2.445548 1.423883 0.240271 0.10 2.17 0.82 -0.29
C 1.804049 -0.745613 1.156674 -0.60 0.51 -2.50 -0.61
C 2.656016 -0.847370 -0.174149 1.32 0.26 1.41 -0.55
C -3.319767 -0.886242 -0.645129 0.47 -1.76 -1.02 -1.25
C 0.453737 -0.016367 0.810770 0.63 0.63 2.16 -0.74
C -2.211114 -0.094110 -0.140271 0.46 0.15 0.75 0.48
H 2.300512 -0.072726 1.861022 0.05 -0.49 0.07 0.29
H 1.600644 -1.727699 1.534153 0.04 -0.50 0.54 0.38
H 4.157513 1.088769 0.290125 -0.70 -0.50 -0.47 0.12
H -0.071009 0.126889 1.752768 0.00 0.01 0.37 0.41
H -3.272025 -1.935122 -0.335352 -0.07 0.11 -0.03 0.32
H 0.700639 1.010416 0.555073 -0.27 -0.07 -0.98 0.53
H 2.034307 -1.144927 -1.016123 0.12 -0.36 0.04 0.29
H -4.265224 -0.460125 -0.433567 -0.77 0.46 0.18 0.38
H 3.635767 -1.439828 -0.126324 -1.82 0.36 0.12 0.31
H -3.108989 -0.853685 -1.710717 -0.60 -0.32 -0.50 0.33


# 3
9
Properties=species:S:1:pos:R:3:forces:R:3:mulliken_charge:R:1 method="wB97M-V/def2-TZVPD" gap_ha=0.34276 charge=0 e_lumo_ha=0.02558
S -0.408254 1.774425 -0.104311 -0.26 -0.76 0.27 -0.09
F -2.660584 0.232907 0.065324 1.58 0.30 -0.67 -0.24
F -0.773608 -2.109132 -0.037903 -0.15 -0.78 -0.18 -0.27
C -1.310613 0.314180 -0.145974 1.79 -3.65 0.33 0.27
C 0.917569 -0.431989 0.010240 0.64 -0.39 -0.19 -0.42
C -0.362382 -0.870617 -0.151093 -4.88 5.00 0.52 0.40
C 1.075573 0.926983 0.038797 -2.69 -1.82 -0.44 -0.52
H 1.932864 1.420789 0.206291 2.78 1.79 0.25 0.49
H 1.589432 -1.257543 0.118628 1.19 0.31 0.12 0.38


# 4
25
Properties=species:S:1:pos:R:3:forces:R:3:mulliken_charge:R:1 method="wB97M-V/def2-TZVPD" gap_ha=0.32301 charge=+1 e_above_lowest_kcal_mol=49.9 e_lumo_ha=-0.15103
I 2.787746 0.189370 -0.544249 0.23 0.17 0.25 0.16
N -0.410238 1.645586 0.420114 -0.08 1.64 0.41 0.10
C 0.768224 -2.549744 -0.251685 -0.68 1.89 -0.29 -1.03
C -0.648325 -0.379182 -0.763626 -1.49 0.18 -0.15 0.13
C -1.146398 2.335639 -0.463608 -1.02 2.04 -0.59 0.07
C -0.498694 -1.880327 -0.795108 -0.85 0.20 1.70 -0.65
C 1.198106 -1.932023 1.022570 0.94 0.84 0.07 -0.78
C 0.148510 2.377882 1.549023 -0.05 1.38 0.81 -1.02
C -1.656327 1.669788 -1.520429 -1.12 0.77 -2.52 -0.61
C -1.504100 0.321898 -1.633148 0.73 -2.80 -1.00 -0.49
C 1.399687 -0.411983 0.946165 -2.76 1.16 0.22 -0.49
C -0.138170 0.375419 0.250417 4.41 -2.90 1.60 0.54
H 1.112133 2.879960 1.199063 -1.18 -0.77 0.81 0.32
H 0.403308 -2.088230 1.690700 -0.99 -0.17 1.49 0.37
H 0.273570 1.648478 2.400183 0.02 1.20 -0.89 0.34
H 1.482902 -2.386661 -1.006068 1.30 0.27 -0.91 0.43
H -1.467577 -2.256639 -0.343307 1.14 0.04 -0.53 0.33
H 1.696675 -0.065361 1.985921 -0.48 0.09 -1.58 0.56
H -1.433265 3.453250 -0.447773 1.17 -1.91 0.94 0.34
H 2.112952 -2.321229 1.475564 -0.05 -0.26 -0.21 0.36
H -1.925261 -0.261740 -2.493322 0.24 0.81 0.86 0.38
H -0.392580 -2.166399 -1.775762 -0.92 -0.61 -2.63 0.45
H -0.644845 3.180845 1.779641 1.55 -1.22 0.07 0.40
H -2.131637 2.204100 -2.387009 0.23 -0.37 1.37 0.35
H 0.613609 -3.582698 -0.294266 -0.28 -1.66 0.68 0.46


# 5
12
Properties=species:S:1:pos:R:3:forces:R:3:mulliken_charge:R:1 method="wB97M-V/def2-TZVPD" gap_ha="0.26003 / 0.25991" charge=0 e_above_lowest_kcal_mol=116.1 e_lumo_ha="-0.06949 / -0.07015"
S 0.436446 2.218242 -2.518086 0.03 -0.92 0.50 -0.19
P 0.276031 -0.428748 -1.023100 -0.88 -2.12 0.14 0.11
O -1.185082 -0.287185 -0.312182 -0.76 0.97 1.04 -0.28
C 1.496030 -0.977365 0.312491 0.63 0.94 -1.33 -0.80
C -1.589654 0.872257 0.426683 0.67 1.19 1.32 -0.72
H -0.141426 -1.845665 -1.503479 0.96 2.03 0.16 0.08
H -1.078522 1.811758 0.200745 1.00 -0.45 -0.27 0.29
H 2.424268 -0.965204 -0.376598 -0.82 0.56 1.63 0.28
H -1.642825 0.828102 1.548432 0.84 -0.95 -0.87 0.28
H 1.508865 -1.989382 0.734576 -0.77 0.27 -0.16 0.35
H 1.410162 -0.188569 1.121923 0.82 -0.85 -1.01 0.23
H -2.562338 1.237117 0.251735 -1.72 -0.67 -1.14 0.36


# 6
33
Properties=species:S:1:pos:R:3:forces:R:3:mulliken_charge:R:1 method="wB97M-V/def2-TZVPD" gap_ha=0.35788 charge=0 e_above_lowest_kcal_mol=95.9 e_lumo_ha=-0.00738
O -1.343937 2.888166 -2.358311 1.10 1.94 -0.74 -0.64
O -0.061654 0.084389 -2.133778 -1.03 -0.24 3.92 -1.21
O -2.377170 0.183308 0.010761 -1.04 1.72 1.88 -0.55
O 1.747997 0.440407 3.930159 -0.25 1.35 -1.18 -0.64
O 2.937719 -0.852179 1.088136 1.59 -1.37 -2.19 -0.65
O 1.417488 -1.994363 -1.685317 -0.84 1.71 0.02 -0.75
O 2.061273 1.602045 -1.817724 -0.76 -0.08 -3.06 -0.63
O 0.536945 0.122290 0.427516 -3.31 0.28 -0.06 -0.27
O -0.845538 1.247107 3.176525 -1.69 0.71 -1.38 -0.60
O -0.775667 -1.730445 1.732817 -2.70 -3.24 0.99 -0.63
O -2.434828 -1.106707 -2.310397 -0.86 1.48 0.48 -0.72
H -1.413826 1.424922 2.361839 1.14 -0.26 1.50 0.32
H 0.104793 0.173253 -0.641885 1.71 -0.26 1.31 0.53
H -0.242996 -0.168736 1.063830 2.18 0.22 -1.85 0.25
H 1.754499 -0.490552 4.096033 -0.50 -0.76 -0.01 0.30
H 2.280848 -2.171246 -2.082920 -0.43 0.66 -0.04 0.26
H -3.271145 0.593223 0.076824 1.06 -0.34 0.00 0.26
H 1.253987 1.019371 -2.006674 1.01 0.87 1.16 0.50
H 2.135624 1.916426 -2.779826 0.43 -0.13 2.15 0.35
H 0.986490 -0.993075 -1.866560 1.22 -2.95 -0.07 0.48
H 3.636800 -1.499302 0.630898 -2.64 2.03 2.08 0.31
H -1.219583 1.972535 -2.272198 0.31 -2.13 0.36 0.36
H 1.366370 -0.387717 0.669741 0.06 -0.05 -1.01 0.47
H -2.212021 3.100451 -2.085168 -1.34 0.16 0.41 0.29
H -1.242819 1.825744 3.856465 0.44 -0.42 -0.39 0.27
H -2.480523 -0.410561 -0.716488 -0.45 -1.31 -0.93 0.37
H -1.757471 -1.523916 1.911346 2.15 -0.30 -0.44 0.32
H -1.766215 -0.423638 -2.031079 0.43 -1.03 -1.44 0.22
H 2.793315 -0.978269 2.024854 0.78 -0.46 0.39 0.29
H 1.069249 0.685600 3.238212 0.77 -0.69 1.36 0.37
H -2.006096 -1.945293 -2.267708 0.78 -0.79 -0.01 0.33
H -0.785021 -2.782708 1.775434 0.29 3.43 -0.29 0.29
H 0.153112 0.179467 -3.015357 0.39 0.29 -2.94 0.14


Respective DFT total energy values: -95893.2611, -37851.9473, -20448.6434, -20163.4925, -24355.0349, -22877.3569 eV.